Entry 1:
The following is a DFT calculation (wB97M-V/def2-TZVPD) of a structure of composition C5H7NO2.

Computed properties:
- E_tot: -10880.987 eV
- Max |F|: 8.09 eV/Å
- E_HOMO: -9.3 eV
- Charge: 0
- Energy above the lowest of the compared OMol25 structures with the same formula, charge and spin: 253.84 kJ/mol
- Gap between HOMO and LUMO: 10.01 eV

Positions of all 15 atoms, in Å:
C -1.14611 -0.01251 -0.10356
C 0.71767 1.43245 -0.05475
C 1.47697 0.17065 0.16445
C 0.65248 -0.66868 1.05194
C -0.10161 -1.10260 -0.13594
H 1.02051 1.72772 -1.08657
H 0.93177 2.29984 0.58238
H 2.53843 0.23495 0.10294
H -0.17230 -0.21076 1.77198
H 1.18732 -1.50182 1.80167
H -0.40959 -2.10294 -0.16700
H 1.63920 -1.52809 -1.06832
N 1.06524 -0.74617 -0.98024
O -2.29966 -0.27755 -0.07062
O -0.67388 1.20110 -0.00541


Entry 2:
The following is a DFT calculation (wB97M-V/def2-TZVPD) of a cluster of 4 separate species, C46H91BN9O6P3 in total.

Computed properties:
- SMILES string: CCCCCCCCCCCCCc1cc2c(cc1B(C)O)C(=O)c1ccccc1C2=O.CN(C)P(=O)(N(C)C)N(C)C.CN(C)P(=O)(N(C)C)N(C)C.CN(C)P(=O)(N(C)C)N(C)C
- E_tot: -103414.112 eV
- Max |F|: 6.99 eV/Å
- E_HOMO: -7.8 eV
- Charge: 0
- Gap between HOMO and LUMO: 7.28 eV

Positions of all 156 atoms, in Å:
C 4.70505 -2.44737 0.58675
C 6.09118 -2.26183 -0.06980
C 6.10227 -0.85896 -0.70914
C 6.58424 -0.86811 -2.18351
C 5.36105 -0.66868 -3.11315
C 4.98317 0.81749 -3.30409
C 3.50491 1.12189 -2.92200
C 2.69709 1.77471 -4.07622
C 1.95071 3.05083 -3.59192
C 0.46268 2.78943 -3.25792
C 0.09401 3.21547 -1.81935
C -1.32559 2.70358 -1.47178
C -1.40190 1.63744 -0.34016
C -2.21808 0.42865 -0.74842
C -1.62298 -0.83075 -0.82191
C -2.35297 -1.93831 -1.20824
C -3.69858 -1.83015 -1.55384
C -4.30466 -0.58403 -1.48509
C -3.58711 0.54091 -1.06592
B -4.33255 1.93547 -0.95227
C -4.55019 2.57121 0.48689
O -4.73232 2.54123 -2.10787
C -4.45621 -3.03114 -2.00690
O -5.65916 -3.08251 -1.95255
C -3.63098 -4.14189 -2.55445
C -4.16480 -5.07789 -3.43149
C -3.39646 -6.11728 -3.92594
C -2.05181 -6.21941 -3.57118
C -1.49186 -5.28025 -2.71909
C -2.28701 -4.26168 -2.20946
C -1.66447 -3.26244 -1.28219
O -0.65849 -3.52120 -0.66928
H 3.98226 -2.43315 -0.23104
H 4.52702 -1.55036 1.18114
H 4.63179 -3.35684 1.17909
H 6.20594 -3.04016 -0.82699
H 6.90024 -2.38848 0.64986
H 6.68718 -0.16400 -0.10307
H 5.08384 -0.46568 -0.72069
H 7.31349 -0.08168 -2.38840
H 7.04235 -1.82894 -2.42074
H 5.61438 -1.12566 -4.07191
H 4.53260 -1.21171 -2.65765
H 5.15553 1.05858 -4.35310
H 5.63776 1.45907 -2.71168
H 3.02216 0.17098 -2.68681
H 3.46593 1.71804 -2.01010
H 1.95181 1.06454 -4.43410
H 3.36159 2.06078 -4.89044
H 2.02377 3.80377 -4.37573
H 2.44865 3.43817 -2.70475
H 0.19007 1.73151 -3.33662
H -0.16264 3.32810 -3.97205
H 0.03082 4.30521 -1.85827
H 0.86092 2.90653 -1.11067
H -1.79891 2.26670 -2.35064
H -1.91406 3.56561 -1.15046
H -1.91744 2.06830 0.51668
H -0.42088 1.30203 -0.00328
H -0.56955 -0.91254 -0.58239
H -5.34868 -0.48908 -1.75994
H -4.54824 3.66331 0.47602
H -3.75134 2.21845 1.13479
H -5.49953 2.18853 0.87461
H -4.87743 3.48199 -1.96124
H -5.20070 -4.99556 -3.73772
H -3.80624 -6.86640 -4.58958
H -1.43965 -7.02093 -3.96299
H -0.45825 -5.31557 -2.40254
O -7.04561 1.10390 3.21046
P -7.94006 0.00164 3.72622
N -8.42617 -0.63964 2.20074
C -9.42404 0.00245 1.37329
C -7.28290 -1.12538 1.43665
N -9.07114 1.00480 4.56394
C -10.44512 1.20013 4.16684
C -8.52456 2.21901 5.15969
N -8.51760 -1.35964 4.57325
C -9.16549 -2.53941 4.02426
C -8.48060 -1.33379 6.03136
H -9.58759 -0.58806 0.46942
H -9.14171 1.02321 1.07710
H -10.39594 0.02692 1.86421
H -6.71056 -1.83932 2.03887
H -6.59764 -0.32575 1.12904
H -7.61422 -1.66331 0.54668
H -10.53534 1.80067 3.25271
H -10.99424 1.71757 4.95780
H -10.95938 0.24533 4.02953
H -8.44261 3.03865 4.43435
H -7.53330 2.03765 5.57081
H -9.15964 2.54783 5.98667
H -10.18094 -2.31085 3.69183
H -9.22964 -3.32335 4.78261
H -8.61048 -2.97257 3.19644
H -9.47899 -1.15129 6.43943
H -7.81897 -0.54991 6.39513
H -8.10260 -2.27699 6.43390
O 3.93502 5.60263 -3.57795
P 5.05056 6.60669 -3.70812
N 4.98735 6.92901 -5.40511
C 5.56911 6.04628 -6.39556
C 3.68571 7.42395 -5.83393
N 6.33724 5.59150 -3.15902
C 7.42934 5.12774 -3.98197
C 5.96973 4.58552 -2.16817
N 6.00494 7.98775 -3.41412
C 6.48522 8.96240 -4.37964
C 6.51879 8.19538 -2.06444
H 5.42983 6.46936 -7.39247
H 5.13059 5.03820 -6.37991
H 6.64898 5.96976 -6.27917
H 3.38243 8.27537 -5.21554
H 2.90299 6.65850 -5.76455
H 3.73264 7.78149 -6.86404
H 7.10929 4.38140 -4.72042
H 8.19929 4.66618 -3.35829
H 7.92448 5.95837 -4.49172
H 5.54637 3.68390 -2.62841
H 5.23437 4.97944 -1.46892
H 6.84768 4.29885 -1.58281
H 7.28059 8.54226 -4.99996
H 6.88905 9.83730 -3.86475
H 5.69381 9.33679 -5.02344
H 7.58047 7.93750 -2.01186
H 5.98617 7.58079 -1.34102
H 6.39251 9.23410 -1.74887
O 3.88098 -4.35538 4.47217
P 2.96302 -5.46196 4.95618
N 2.47793 -6.06383 3.41873
C 1.55651 -5.35414 2.55247
C 3.57641 -6.62525 2.64510
N 1.85545 -4.36235 5.73142
C 0.53009 -4.05188 5.25370
C 2.45763 -3.19557 6.36593
N 2.08186 -6.69325 5.77339
C 1.29713 -7.76661 5.18674
C 1.98787 -6.63034 7.22724
H 1.37274 -5.92857 1.64260
H 1.93384 -4.36338 2.26548
H 0.56981 -5.24851 2.99863
H 4.12407 -7.36916 3.23421
H 4.28827 -5.85293 2.32754
H 3.20620 -7.14314 1.75878
H 0.54598 -3.44393 4.34020
H -0.02097 -3.49142 6.01419
H -0.05372 -4.95915 5.07880
H 2.64994 -2.38462 5.65114
H 3.40380 -3.45480 6.83774
H 1.79973 -2.81677 7.15347
H 0.36930 -7.38198 4.75617
H 1.03282 -8.50481 5.94827
H 1.84301 -8.31270 4.42217
H 1.00059 -6.27286 7.53354
H 2.73435 -5.95640 7.64199
H 2.16319 -7.61112 7.67790


Entry 3:
The following is a DFT calculation (wB97M-V/def2-TZVPD) of the molecule C12H12N4O4S3.

Computed properties:
- SMILES string: O=[N+]([O-])c1ccc(-c2nc(/C=N/N3CCS(=O)(=O)CC3)cs2)s1
- E_tot: -59289.469 eV
- Max |F|: 4.40 eV/Å
- E_HOMO: -8.4 eV
- Charge: 0
- Energy above the lowest of the compared OMol25 structures with the same formula, charge and spin: 0.00 kJ/mol
- Gap between HOMO and LUMO: 6.92 eV

Positions of all 35 atoms, in Å:
O 5.81680 -4.25501 -4.39236
O -6.31427 2.05854 1.38148
O -5.02542 3.45190 -0.16440
O 6.71295 -2.51584 -3.42726
N 0.58086 -1.67413 -0.44948
N -1.99926 0.11466 1.49038
S 2.42187 0.09925 0.17594
S 4.39284 -1.68679 -1.79567
C 1.83295 -1.36937 -0.66220
C 0.79855 0.29344 0.81337
C 2.45477 -3.36523 -2.04210
C 3.47420 -3.89202 -2.85338
C 2.74107 -2.15952 -1.46563
C -0.02604 -0.70316 0.36564
C 4.61318 -3.09153 -2.81882
C -1.46431 -0.73482 0.62601
N -3.34920 0.17629 1.81233
N 5.77522 -3.31577 -3.61680
C -4.39834 -0.27163 0.88782
C -3.70362 1.25333 2.77727
C -4.49611 0.83267 -0.14441
C -3.77412 2.54777 2.00573
S -5.01390 2.29940 0.75037
H 0.50574 1.15534 1.44868
H 1.46098 -3.81768 -1.91991
H 3.41550 -4.78781 -3.43360
H -2.12078 -1.47527 0.15562
H -4.17311 -1.22731 0.40374
H -5.36038 -0.44512 1.43694
H -4.68577 1.01480 3.23061
H -2.92308 1.28029 3.55662
H -5.23630 0.65497 -0.88463
H -3.54165 1.05775 -0.66742
H -3.94833 3.40025 2.66820
H -2.83031 2.71760 1.46960


Entry 4:
The following is a DFT calculation (wB97M-V/def2-TZVPD) of a cluster of 2 separate species, C4H11N2O in total.

Computed properties:
- E_tot: -9344.248 eV
- Max |F|: 4.87 eV/Å
- E_HOMO: -12.7 eV
- Charge: +1
- Energy above the lowest of the compared OMol25 structures with the same formula, charge and spin: 444.72 kJ/mol
- Gap between HOMO and LUMO: 9.51 eV

Positions of all 18 atoms, in Å:
C -2.93551 -0.80107 -0.11890
C 0.61881 0.85366 -0.96170
C 0.37756 -1.12295 0.33396
C 0.66869 0.33238 0.43526
N -0.38838 1.01868 1.23843
N 1.44536 -1.85552 0.34899
O -2.33930 0.25142 -0.35301
H -3.64976 -1.03858 -0.96427
H 1.14189 0.32070 -1.70174
H 0.96671 1.85662 -1.18654
H -0.39576 0.73350 -1.42209
H -2.65732 -1.29668 0.82267
H 1.59541 0.57303 0.97937
H -0.43580 0.68178 2.27401
H -0.33940 2.10151 1.33470
H 2.30241 -1.52826 0.53384
H -1.19697 0.85005 0.58805
H 1.59889 -2.89935 0.31585


Entry 5:
The following is a DFT calculation (wB97M-V/def2-TZVPD) of a cluster of 6 separate species, C40H65Br2F3NO25P5S2 in total.

Computed properties:
- SMILES string: Cc1cccc(Cc2c(Br)c(CC(=O)Br)c(S(C)(=O)=O)c3c2Sc2ccc(COC(F)(F)F)cc2N3O)c1.COP(=O)(OC)OC.COP(=O)(OC)OC.COP(=O)(OC)OC.COP(=O)(OC)OC.COP(=O)(OC)OC
- E_tot: -311515.567 eV
- Max |F|: 10.49 eV/Å
- E_HOMO: -8.4 eV
- Charge: 0
- Gap between HOMO and LUMO: 5.05 eV

Positions of all 143 atoms, in Å:
C 10.05370 -0.07294 2.12487
C 8.59884 0.68946 1.94280
C 8.17931 1.59350 0.61624
C 6.66929 2.27000 0.60793
C 5.56295 2.12407 1.80966
C 5.96928 1.22611 3.12067
C 5.03250 0.96274 4.44423
C 3.93893 2.14309 4.75917
C 4.51746 3.60694 5.22560
Br 6.52825 3.89453 5.40218
C 3.44936 4.84151 5.58251
C 4.14238 6.25828 6.06184
C 4.84977 6.15340 7.57382
O 6.04441 6.73487 7.86398
Br 3.94227 5.09885 9.06108
C 1.79782 4.59576 5.48585
S 0.73196 6.06937 5.96936
C 0.93186 7.56266 4.82000
O -0.77584 5.75560 6.11967
O 1.22620 6.49844 7.40574
C 1.18935 3.10894 5.02028
C 2.31149 1.95877 4.68059
S 1.65267 0.26246 4.15268
C -0.00492 0.67772 3.33568
C -0.65151 -0.28165 2.12954
C -2.12270 0.05859 1.45359
C -2.94922 1.39744 2.01644
C -4.44441 1.68850 1.35002
O -5.08000 2.92713 1.86596
C -5.33040 3.89716 0.78515
F -5.87618 5.16546 1.39727
F -6.30549 3.33233 -0.19436
F -3.98297 4.16942 0.16038
C -2.26393 2.33615 3.19527
C -0.78172 2.00971 3.89250
N -0.31336 2.93845 4.99075
O -0.80568 2.47823 6.16412
C 7.48396 0.54242 3.13800
H 10.97067 0.66630 2.07601
H 10.14844 -0.65708 3.15993
H 10.24532 -0.89761 1.29307
H 8.91251 1.74960 -0.28238
H 6.35479 2.93660 -0.33076
H 4.50720 2.63387 1.80691
H 5.77754 0.94109 5.37621
H 4.56779 -0.12977 4.40141
H 3.40711 7.17140 6.09794
H 4.98118 6.52701 5.25885
H -0.11013 8.10013 4.60512
H 1.58886 8.37743 5.38811
H 1.50193 7.31889 3.82422
H -0.10150 -1.25465 1.71741
H -2.64439 -0.60651 0.61888
H -5.16937 0.80186 1.68681
H -4.41313 1.63077 0.17123
H -2.86367 3.26474 3.57951
H -1.63572 2.98712 6.43584
H 7.79527 -0.08098 4.09869
C 6.22867 4.66703 11.01454
O 7.05107 3.73157 11.69063
P 7.70078 4.32266 13.18101
O 8.61521 3.09258 13.22877
O 6.27165 3.99279 13.94225
C 5.64808 2.73267 13.76023
O 8.35053 4.91376 14.67149
C 8.59512 3.99754 15.72602
H 5.70523 4.14883 10.20704
H 5.48842 5.09637 11.69407
H 6.84764 5.46066 10.59197
H 6.36736 1.94847 13.51042
H 4.89565 2.80762 12.97090
H 5.14033 2.45735 14.69033
H 9.45846 3.36728 15.49777
H 7.71614 3.37979 15.92594
H 8.82639 4.57069 16.62784
C -0.85367 -4.19471 -2.00394
O -1.82608 -3.16440 -1.96676
P -2.20142 -2.50267 -3.52047
O -2.97968 -1.38452 -2.81646
O -3.20400 -3.77948 -3.82917
C -4.15358 -4.18383 -2.85723
O -2.57680 -1.84089 -5.07425
C -3.88477 -1.34765 -5.31348
H -0.83162 -4.68631 -1.02801
H -1.10313 -4.93744 -2.76564
H 0.12760 -3.76481 -2.21330
H -4.44631 -3.36165 -2.19915
H -3.74178 -5.00322 -2.26241
H -5.04584 -4.55230 -3.37375
H -4.04810 -0.40958 -4.77679
H -4.64292 -2.08286 -5.03265
H -3.98116 -1.14404 -6.38330
C 3.25189 -4.67338 -8.95288
O 2.07225 -3.93577 -9.22284
P 0.70866 -4.43072 -8.28027
O -0.18015 -3.55515 -9.17189
O 1.26579 -3.54813 -6.99912
C 1.68759 -2.20865 -7.19343
O -0.65501 -4.92566 -7.33766
C -1.63408 -3.96164 -6.98638
H 4.09456 -4.16712 -9.43057
H 3.43881 -4.72791 -7.87763
H 3.15634 -5.68021 -9.36362
H 1.19581 -1.74127 -8.05043
H 2.77160 -2.18299 -7.33147
H 1.44457 -1.63275 -6.29455
H -2.22851 -3.67900 -7.85897
H -1.17587 -3.07748 -6.53638
H -2.30752 -4.41254 -6.25260
C -9.07023 -5.69367 -2.58073
O -8.09544 -6.25467 -3.44303
P -7.73056 -7.91059 -3.10018
O -6.54500 -7.81238 -4.06786
O -9.08681 -8.38509 -3.91636
C -9.36078 -7.85328 -5.20166
O -7.36564 -9.56661 -2.75734
C -6.98266 -10.42082 -3.82269
H -9.38410 -4.73081 -2.99178
H -9.94429 -6.34521 -2.50595
H -8.63779 -5.53917 -1.59044
H -8.45174 -7.53777 -5.72014
H -10.04490 -7.00586 -5.10855
H -9.85418 -8.62563 -5.80060
H -5.97457 -10.17867 -4.16878
H -7.69275 -10.36341 -4.65135
H -6.97182 -11.44788 -3.44812
C -2.42869 -0.94696 -10.88532
O -3.80845 -0.63730 -10.97958
P -4.34075 0.53614 -9.82524
O -5.78731 0.21845 -10.22289
O -3.74809 1.75032 -10.77667
C -4.04251 1.76964 -12.16333
O -4.87310 1.70965 -8.67087
C -5.93774 2.58034 -9.01688
H -2.14226 -1.52665 -11.76652
H -1.82692 -0.03539 -10.85391
H -2.24723 -1.54153 -9.98805
H -4.97990 1.25671 -12.39342
H -3.22274 1.30548 -12.71772
H -4.12619 2.81205 -12.48747
H -6.88766 2.04006 -9.03720
H -5.75603 3.06540 -9.97911
H -6.00769 3.35444 -8.24801


Entry 6:
The following is a DFT calculation (wB97M-V/def2-TZVPD) of a cluster of 2 separate species, C2H4N2S in total.

Computed properties:
- SMILES string: N=C=C=N.S
- E_tot: -15950.637 eV
- Max |F|: 4.02 eV/Å
- E_HOMO: -8.7 eV
- Charge: 0
- Energy above the lowest of the compared OMol25 structures with the same formula, charge and spin: 313.15 kJ/mol
- Gap between HOMO and LUMO: 8.13 eV

Positions of all 9 atoms, in Å:
C 0.85737 -0.95946 -0.37987
C -0.36066 -1.24991 -0.80566
N 1.39611 -0.13164 0.36996
N -1.17361 -1.96790 -1.37563
S -0.85581 1.82169 1.06548
H -0.43161 3.07933 1.11247
H 2.44428 -0.38617 0.67090
H 0.30708 1.29380 0.79378
H -2.18315 -1.49974 -1.45143


Question: Which of these has the lowest E_HOMO?
Answer: C4H11N2O